DFT (ωB97M-V/def2-TZVPD) results for a 5-piece molecular cluster, C20H38F3NO16S overall.

Element x y z (Å)
C  9.3414  0.2188  -3.9981
C  7.8731  -0.3145  -3.4165
O  6.7575  0.1242  -4.3178
C  6.1225  1.2470  -3.6147
O  6.9426  2.2930  -3.3196
N  4.6741  1.4213  -3.2528
S  3.8127  -0.0466  -2.9362
O  2.9913  0.1847  -1.6085
O  4.6572  -1.3130  -2.6923
C  2.4834  -0.3976  -4.2534
F  1.5881  0.8067  -4.4113
F  3.0460  -0.7177  -5.5861
F  1.5876  -1.4889  -3.7258
H  9.5618  -0.2812  -5.0580
H  9.3192  1.3885  -4.1228
H  10.1861  -0.0991  -3.2288
H  7.7065  0.0200  -2.2985
H  7.9521  -1.5028  -3.4093
H  4.1608  2.0436  -3.9354
C  -1.0320  0.6978  -2.9026
C  -1.8247  1.6775  -2.0539
O  -2.3263  2.7621  -2.8460
C  -3.3814  2.4711  -3.6464
O  -3.9323  1.3869  -3.7464
O  -3.6998  3.5908  -4.3438
C  -4.7271  3.3908  -5.3115
H  -0.2325  1.2158  -3.4429
H  -0.5911  -0.0862  -2.2792
H  -1.6628  0.2189  -3.6560
H  -1.1629  2.1158  -1.2988
H  -2.6429  1.1824  -1.5173
H  -5.6239  2.9600  -4.8551
H  -4.3574  2.7510  -6.1183
H  -4.9897  4.3646  -5.7342
C  2.0889  -1.3145  1.4743
C  1.1437  -0.3545  0.7719
O  -0.2201  -0.7741  0.9122
C  -0.7799  -0.5678  2.1297
O  -0.2343  -0.0626  3.0972
O  -2.0473  -1.0516  2.0957
C  -2.7148  -0.9996  3.3541
H  1.9352  -2.3377  1.1155
H  3.1310  -1.0286  1.3004
H  1.9158  -1.3294  2.5535
H  1.3660  -0.3521  -0.3008
H  1.2683  0.6746  1.1294
H  -2.7065  0.0145  3.7662
H  -2.2502  -1.7044  4.0500
H  -3.7549  -1.3000  3.1995
C  -1.2327  2.5506  4.5767
C  -2.4073  3.0794  3.7709
O  -3.1568  4.0453  4.5196
C  -2.5849  5.2680  4.6470
O  -1.5088  5.6116  4.1855
O  -3.4048  6.0372  5.4069
C  -2.8652  7.3203  5.7142
H  -1.5740  2.1506  5.5375
H  -0.7102  1.7614  4.0273
H  -0.5131  3.3419  4.8022
H  -3.0901  2.2526  3.5466
H  -2.0859  3.5016  2.8113
H  -2.5757  7.8572  4.8053
H  -2.0108  7.2117  6.3888
H  -3.6387  7.9004  6.2253
C  -2.5197  -3.9358  0.6297
C  -3.5981  -4.9638  0.9278
O  -3.1102  -6.2980  0.7345
C  -2.2775  -6.7681  1.6957
O  -1.9168  -6.1661  2.6939
O  -1.8876  -8.0178  1.3380
C  -0.9153  -8.5870  2.2112
H  -2.1152  -4.0832  -0.3774
H  -2.9205  -2.9204  0.7077
H  -1.6794  -4.0241  1.3231
H  -4.4294  -4.8256  0.2278
H  -4.0050  -4.8458  1.9391
H  -1.2619  -8.5801  3.2495
H  0.0313  -8.0468  2.1151
H  -0.7539  -9.6255  1.9088

Summary:
Spin multiplicity: 1
Gap between HOMO and LUMO in Ha: 0.3562
SMILES: CCOC(=O)NS(=O)(=O)C(F)(F)F.CCOC(=O)OC.CCOC(=O)OC.CCOC(=O)OC.CCOC(=O)OC
HOMO energy in eV: -10.7
E_LUMO in eV: -1.02



DFT (ωB97M-V/def2-TZVPD) results for a 2-piece molecular cluster, C4H10N2O4S overall.

Element x y z (Å)
C  -1.6882  0.3643  0.1439
C  -1.6418  -1.6946  -1.0496
C  1.9387  -0.6767  1.5889
C  -2.1453  1.7108  0.0643
N  1.0845  1.7366  -0.7356
N  1.8955  1.5410  0.1323
O  -1.0410  -0.1895  0.9799
O  1.7181  -0.5667  -1.2112
O  3.9281  -0.2017  -0.1141
O  -2.0707  -0.3451  -0.9606
S  2.4838  -0.1283  -0.0416
H  -2.1133  -2.3937  -0.3828
H  -0.5584  -1.5917  -0.5996
H  -1.6738  -2.0404  -2.1310
H  0.9978  -0.3304  1.8160
H  1.8844  -1.7812  1.4290
H  2.6886  -0.4226  2.3579
H  -1.8619  2.2345  0.8884
H  -3.3532  1.6742  0.0136
H  -1.6723  2.1756  -0.7724
H  1.2005  0.9255  -1.4160

Summary:
Spin multiplicity: 3
Gap between HOMO and LUMO (alpha / beta) in Ha: 0.2957 / 0.3066
<S²>: 2.0081
HOMO energy (alpha / beta) in eV: -7.3 / -10.8
Energy relative to the best compared isomer or geometry (same formula, charge and spin) in kJ/mol: 118.31
E_LUMO (alpha / beta) in eV: 0.72 / -2.41



DFT (ωB97M-V/def2-TZVPD) results for one molecule with the formula C9H21B.

Element x y z (Å)
B  0.7840  0.8350  0.0420
C  1.1801  2.2656  0.4845
C  2.8114  -0.4698  0.3388
C  1.2105  -1.3752  -1.4373
C  -1.8847  0.8594  -1.3303
C  -2.9670  -0.6044  0.3253
C  -0.2686  -0.8558  1.5949
C  1.7680  -0.1001  -0.6583
C  -1.6738  -0.3173  -0.4262
C  -0.6845  0.1871  0.6156
H  2.0434  2.7254  0.0220
H  1.3055  2.4009  1.5803
H  0.3638  3.0092  0.3932
H  3.4196  0.4456  0.4771
H  3.4310  -1.3319  -0.1696
H  2.3654  -0.8081  1.4062
H  0.9188  -2.2418  -0.7531
H  0.2730  -1.0390  -1.8981
H  1.9526  -1.8329  -2.0965
H  -2.8291  0.9000  -1.8741
H  -1.1168  1.0076  -1.9871
H  -1.8311  1.7715  -0.7614
H  -3.1157  -1.6994  0.4835
H  -3.8349  -0.4250  -0.3963
H  -3.1120  -0.0400  1.3361
H  0.0215  -1.7494  1.1003
H  0.4620  -0.4983  2.3100
H  -1.1025  -1.1359  2.3828
H  2.3687  0.4020  -1.4235
H  -1.0909  -1.2029  -0.8588
H  -1.1680  0.9176  1.1781

Summary:
Spin multiplicity: 3
Gap between HOMO and LUMO (alpha / beta) in Ha: 0.1877 / 0.2471
<S²>: 2.0040
HOMO energy (alpha / beta) in eV: -4.3 / -10.1
E_LUMO (alpha / beta) in eV: 0.76 / -3.33



DFT (ωB97M-V/def2-TZVPD) results for C16H44AgN4O12S2 as an isolated structure.

Element x y z (Å)
Ag  0.1433  1.1947  1.0926
S  1.5222  3.6682  1.1306
O  2.0866  2.2853  1.1792
O  1.5172  4.2462  2.4721
O  2.2237  4.5381  0.1790
O  0.1224  3.3934  0.6735
S  -0.8119  1.7354  3.6817
O  0.4963  1.1499  3.2824
O  -1.4761  1.8639  2.3553
O  -1.4682  0.8664  4.6940
O  -0.6035  3.0712  4.2030
C  3.1601  -2.6237  2.5002
C  3.4260  -1.3376  1.7610
C  3.9004  -1.4891  0.3331
O  3.9471  -0.3216  -0.4337
C  4.7853  0.6921  0.0901
N  2.2063  -0.4851  1.8579
H  4.1659  -3.0645  2.5618
H  2.4402  -3.2827  2.0137
H  2.9200  -2.5030  3.5564
H  4.1921  -0.7992  2.3400
H  3.3097  -2.3082  -0.0911
H  4.9405  -1.8539  0.3340
H  5.8341  0.3689  0.0670
H  4.4577  1.0123  1.0769
H  4.7250  1.5608  -0.5634
H  1.9423  -0.4007  2.8327
H  2.4748  0.4573  1.5816
C  -3.8247  1.0562  -1.0195
C  -2.5580  1.4996  -1.7382
C  -2.8480  2.6972  -2.7068
O  -1.7790  2.9009  -3.6048
C  -2.0064  3.8718  -4.5751
N  -1.6101  1.9435  -0.6955
H  -3.7656  0.5859  -0.0391
H  -4.5243  0.5398  -1.6834
H  -4.4017  1.9456  -0.7284
H  -2.1147  0.7500  -2.3930
H  -3.3177  3.5829  -2.2711
H  -3.6278  2.2396  -3.3432
H  -2.3984  4.7770  -4.0903
H  -2.8264  3.6903  -5.2873
H  -1.0697  4.0221  -5.1056
H  -0.8988  2.4287  -1.2497
H  -1.9492  2.8059  -0.2656
C  1.8316  1.4377  -2.5335
C  0.7887  0.3439  -2.2508
C  1.0776  -0.9577  -3.0023
O  -0.0585  -1.7852  -2.8315
C  0.1639  -3.1045  -2.4144
N  0.8963  0.0750  -0.7818
H  1.6218  2.1132  -3.3676
H  2.7508  0.9375  -2.8628
H  2.0574  2.0653  -1.6704
H  -0.1465  0.8814  -2.3769
H  2.0659  -1.3727  -2.7770
H  1.2186  -0.7582  -4.0749
H  0.7391  -3.7813  -3.0651
H  -0.7615  -3.6252  -2.1815
H  0.8525  -3.0688  -1.5588
H  1.8899  -0.0923  -0.6660
H  0.5889  -0.9005  -0.7667
C  -0.4963  -2.3354  3.3206
C  -1.1558  -2.2931  1.9558
C  -2.5801  -2.8420  2.0645
O  -3.1925  -2.8946  0.7874
C  -4.6066  -3.1595  0.8544
N  -1.1384  -0.9255  1.4577
H  -0.1555  -3.3493  3.5687
H  -1.0923  -1.9247  4.1350
H  0.4623  -1.8212  3.3060
H  -0.6537  -2.8818  1.1783
H  -3.1181  -2.2111  2.7837
H  -2.5732  -3.8442  2.5141
H  -5.1195  -3.0374  -0.0965
H  -4.9610  -2.3133  1.4524
H  -4.8451  -4.0931  1.3640
H  -1.5836  -1.0260  0.5449
H  -1.8265  -0.4270  2.0257

Summary:
Spin multiplicity: 2
Charge: -2
Gap between HOMO and LUMO (alpha / beta) in Ha: 0.2023 / 0.1944
<S²>: 0.7542
HOMO energy (alpha / beta) in eV: -1.4 / -1.1
Energy relative to the best compared isomer or geometry (same formula, charge and spin) in kJ/mol: 298.13
E_LUMO (alpha / beta) in eV: 4.14 / 4.14



DFT (ωB97M-V/def2-TZVPD) results for one molecule with the formula CHIOS2.

Element x y z (Å)
C  1.3130  -0.0200  -1.0559
O  -0.9341  -0.2418  -1.8356
S  2.6922  0.6773  -0.6723
S  -0.1587  0.9322  -1.5389
I  -1.0654  2.5339  0.5499
H  0.8193  -1.0271  -0.9995

Summary:
Spin multiplicity: 1
Gap between HOMO and LUMO (alpha / beta) in Ha: 0.2481 / 0.2468
HOMO energy (alpha / beta) in eV: -9.5 / -9.5
Energy relative to the best compared isomer or geometry (same formula, charge and spin) in kJ/mol: 231.38
E_LUMO (alpha / beta) in eV: -2.70 / -2.75



DFT (ωB97M-V/def2-TZVPD) results for one molecule with the formula C5H10Si.

Element x y z (Å)
C  -2.4687  1.7447  -0.5365
C  -1.5079  1.0172  -0.3834
C  0.7426  0.2043  1.6686
C  -0.6029  -1.6461  -0.1152
C  1.4360  0.3245  -1.2132
Si  -0.0077  0.1106  -0.0364
H  -3.2435  2.4907  -0.5995
H  1.1281  -0.7611  1.9879
H  1.5115  0.9445  1.7664
H  -0.0872  0.5233  2.3059
H  0.2153  -2.2726  0.2287
H  -0.8033  -1.9714  -1.1390
H  -1.5177  -1.8110  0.4747
H  2.1288  -0.5171  -1.1145
H  1.0681  0.3640  -2.2485
H  2.0085  1.2554  -1.0459

Summary:
Spin multiplicity: 1
Gap between HOMO and LUMO in Ha: 0.4033
SMILES: C#C[Si](C)(C)C
HOMO energy in eV: -10.0
Energy relative to the best compared isomer or geometry (same formula, charge and spin) in kJ/mol: 6.50
E_LUMO in eV: 0.96



Taking the records one at a time from the top gives largest force on an atom values of 9.15; 4.23; 3.76; 3.42; 2.53; 2.41 eV Å⁻¹.
Taking the records one at a time from the top gives energy values of -74587.536; -26309.759; -10343.285; -73501.631; -32869.250; -13223.771 eV.